The following is a DFT calculation (ωB97M-V/def2-TZVPD) of a cluster of 2 separate species, C6H12O in total.

Last column: Mulliken charge in e.
Element x y z (Å)
C1 -2.403 0.170 -0.255  -1.202
C2 -1.164 0.180 0.647  -0.324
C3 0.176 0.711 0.078  -0.006
C4 1.319 0.808 1.029  -0.570
C5 1.635 -0.659 1.169  -0.587
C6 1.531 -0.012 -0.157  -0.187
O1 0.547 -1.295 -2.262  -0.713
H1 -2.617 1.164 -0.666  0.304
H2 -2.310 -0.534 -1.087  0.310
H3 -3.287 -0.123 0.329  0.358
H4 -1.039 -0.813 1.091  0.240
H5 -1.385 0.845 1.495  0.350
H6 0.019 1.574 -0.578  0.356
H7 0.266 -0.788 -1.487  0.351
H8 1.859 1.675 1.370  0.318
H9 0.872 -1.388 1.434  0.104
H10 2.629 -0.910 1.530  0.256
H11 2.315 0.033 -0.911  0.328
H12 1.038 -0.638 -2.768  0.314

The calculation puts the total energy at -310.9529 a.u. Its energy above the lowest of the compared OMol25 structures with the same formula, charge and spin is 66.74 kcal per mole. The total charge is 0. The LUMO energy is 0.99 eV. Its SMILES is CC[C@H]1[C@H]2C[C@@H]12.O.

The following is a DFT calculation (ωB97M-V/def2-TZVPD) of the molecule C6H12O.

Last column: Mulliken charge in e.
Element x y z (Å)
C1 -1.628 -0.242 1.464  -0.842
C2 -0.547 -1.251 1.039  -0.656
C3 0.651 -0.577 0.341  0.083
C4 0.588 -0.593 -1.200  -0.752
C5 1.059 0.811 -1.571  -0.562
C6 0.470 1.606 -0.417  -0.435
O1 0.736 0.803 0.717  -0.427
H1 -1.534 0.018 2.521  0.276
H2 -1.540 0.700 0.922  0.166
H3 -2.630 -0.634 1.287  0.290
H4 -0.188 -1.801 1.915  0.336
H5 -0.969 -2.014 0.374  0.322
H6 1.587 -1.039 0.676  0.362
H7 1.204 -1.387 -1.633  0.347
H8 -0.441 -0.751 -1.545  0.315
H9 0.722 1.144 -2.556  0.345
H10 2.151 0.875 -1.518  0.263
H11 0.925 2.584 -0.246  0.341
H12 -0.617 1.748 -0.569  0.227

The calculation puts the total energy at -311.0347 a.u. Its energy above the lowest of the compared OMol25 structures with the same formula, charge and spin is 15.41 kcal per mole. The total charge is 0. The LUMO energy is 1.11 eV. Its SMILES is CC[C@H]1CCCO1.

The following is a DFT calculation (ωB97M-V/def2-TZVPD) of a cluster of 2 separate species, C6H12O in total.

Last column: Mulliken charge in e.
Element x y z (Å)
C1 2.125 -0.386 0.012  -1.116
C2 1.246 0.442 0.580  0.534
O1 1.073 0.631 1.939  -0.516
C3 0.286 1.269 -0.220  -0.612
C4 -1.195 1.043 0.130  -0.752
C5 -1.781 -0.423 0.081  -0.262
C6 -1.067 -1.265 -0.919  -0.722
H1 2.243 -0.307 -1.065  0.311
H2 0.797 -3.165 -0.931  0.088
H3 2.708 -1.151 0.515  0.343
H4 1.884 1.018 2.290  0.370
H5 0.498 2.327 -0.018  0.340
H6 0.461 1.084 -1.285  0.342
H7 -1.380 1.437 1.135  0.301
H8 -1.774 1.661 -0.566  0.408
H9 -2.853 -0.323 -0.142  0.290
H10 -1.714 -0.854 1.089  0.244
H11 -1.580 -1.549 -1.835  0.324
H12 -0.023 -1.537 -0.809  0.083

The calculation puts the total energy at -310.8427 a.u. Its energy above the lowest of the compared OMol25 structures with the same formula, charge and spin is 135.87 kcal per mole. The total charge is 0. The LUMO energy (spin up / spin down) is 0.45 / -0.38 eV.

The following is a DFT calculation (ωB97M-V/def2-TZVPD) of a structure of composition C6H12O in a non-equilibrium geometry.

Last column: Mulliken charge in e.
Element x y z (Å)
C1 1.424 1.187 0.982  -0.910
O1 1.943 -0.292 -0.713  -0.586
C2 0.793 -1.093 -0.574  -0.633
C3 -0.474 -0.247 -0.291  1.539
C4 -0.078 1.200 -0.390  -1.592
C5 -1.795 -0.863 -0.678  -0.787
C6 -1.449 -0.659 0.773  -0.936
H1 2.303 0.530 1.227  0.336
H2 0.681 0.992 1.736  0.370
H3 1.807 2.191 0.902  0.334
H4 0.699 -1.617 -1.527  0.330
H5 0.950 -1.825 0.232  0.314
H6 1.572 0.598 -0.883  0.400
H7 -0.688 1.914 0.156  0.437
H8 -0.135 1.532 -1.467  0.328
H9 -1.771 -1.890 -1.045  0.257
H10 -2.582 -0.262 -1.124  0.271
H11 -1.216 -1.526 1.383  0.262
H12 -1.985 0.131 1.300  0.266

The calculation puts the total energy at -310.8821 a.u. Its energy above the lowest of the compared OMol25 structures with the same formula, charge and spin is 111.19 kcal per mole. The total charge is 0. The LUMO energy is 0.94 eV.

The following is a DFT calculation (ωB97M-V/def2-TZVPD) of a cluster of 2 separate species, C6H12O in total in a non-equilibrium geometry.

Last column: Mulliken charge in e.
Element x y z (Å)
C1 -1.047 -0.944 -1.092  -1.420
C2 -0.612 -0.789 0.348  0.704
C3 -1.523 -1.189 1.271  -0.760
C4 0.871 0.586 1.724  -1.092
C5 0.649 -0.147 0.602  0.882
C6 1.741 -0.162 -0.406  -1.251
H1 -1.225 0.015 -1.576  0.333
H2 -0.390 -1.485 -1.800  0.293
H3 -1.986 -1.515 -1.073  0.374
H4 -1.430 -0.635 2.212  0.152
H5 -2.210 -2.001 1.106  0.316
H6 1.936 0.812 1.951  0.219
H7 0.156 0.886 2.476  0.311
H8 1.735 -1.081 -1.002  0.302
H9 1.516 0.632 -1.140  0.332
H10 2.719 0.143 -0.048  0.400
H11 0.046 1.530 -1.262  0.261
H12 -0.718 2.920 -0.818  0.316
O1 -0.229 2.423 -1.472  -0.673

The calculation puts the total energy at -310.9695 a.u. Its energy above the lowest of the compared OMol25 structures with the same formula, charge and spin is 56.36 kcal per mole. The total charge is 0. The LUMO energy is 0.49 eV. Its SMILES is C=C(C)C(=C)C.O.

The following is a DFT calculation (ωB97M-V/def2-TZVPD) of the molecule C6H12O.

Last column: Mulliken charge in e.
Element x y z (Å)
C1 1.625 -1.471 -1.351  -1.171
C2 1.364 -0.212 -0.526  -0.660
C3 -0.055 -0.180 0.068  0.593
C4 -0.234 0.957 1.083  -0.769
C5 -1.647 1.035 1.665  -1.194
C6 -1.060 -0.029 -1.048  -0.215
O1 -1.832 -0.883 -1.413  -0.476
H1 2.638 -1.475 -1.764  0.370
H2 1.510 -2.368 -0.733  0.304
H3 0.920 -1.558 -2.185  0.303
H4 2.087 -0.148 0.299  0.341
H5 1.522 0.685 -1.142  0.334
H6 -0.263 -1.142 0.553  0.223
H7 0.025 1.915 0.609  0.306
H8 0.496 0.813 1.887  0.367
H9 -1.671 1.649 2.570  0.375
H10 -2.023 0.039 1.933  0.317
H11 -2.355 1.473 0.951  0.311
H12 -1.032 0.965 -1.555  0.342

The calculation puts the total energy at -311.0449 a.u. Its energy above the lowest of the compared OMol25 structures with the same formula, charge and spin is 9.00 kcal per mole. The total charge is 0. The LUMO energy is 1.10 eV. Its SMILES is CCC(C=O)CC.

The following is a DFT calculation (ωB97M-V/def2-TZVPD) of a cluster of 2 separate species, C6H12O in total in a non-equilibrium geometry.

Last column: Mulliken charge in e.
Element x y z (Å)
O1 -1.301 1.115 1.350  -0.490
C1 -1.990 1.156 0.330  -0.051
C2 -1.346 1.524 -0.996  0.201
C3 -2.183 1.033 -2.200  -1.143
H1 -3.056 0.915 0.374  0.372
H2 -0.335 1.040 -1.041  -0.125
H3 -1.194 2.624 -1.012  0.281
H4 -2.472 -0.025 -2.084  0.326
H5 -1.496 1.076 -3.062  0.327
H6 -3.072 1.717 -2.259  0.313
C4 2.429 -2.602 1.439  -0.993
C5 2.089 -1.214 0.834  0.093
C6 2.337 -0.843 -0.442  -0.848
H7 1.524 -3.117 1.751  0.257
H8 3.041 -3.221 0.782  0.296
H9 2.907 -2.469 2.407  0.294
H10 1.643 -0.491 1.462  0.351
H11 2.025 0.128 -0.788  0.250
H12 2.877 -1.416 -1.117  0.289

The calculation puts the total energy at -310.9916 a.u. Its energy above the lowest of the compared OMol25 structures with the same formula, charge and spin is 42.44 kcal per mole. The total charge is 0. The LUMO energy is 1.00 eV. Its SMILES is CCC=O.C=CC.

The following is a DFT calculation (ωB97M-V/def2-TZVPD) of the molecule C6H12O.

Last column: Mulliken charge in e.
Element x y z (Å)
C1 -1.375 -1.673 -1.492  -1.246
C2 -0.009 -1.050 -1.185  -0.473
C3 0.155 -0.457 0.225  0.116
C4 1.485 0.265 0.456  -0.731
C5 1.060 1.532 1.208  -0.523
C6 -0.304 1.797 0.584  -0.444
O1 -0.888 0.514 0.434  -0.419
H1 -1.598 -2.513 -0.825  0.306
H2 -2.178 -0.937 -1.388  0.294
H3 -1.402 -2.054 -2.521  0.366
H4 0.781 -1.798 -1.326  0.316
H5 0.181 -0.244 -1.909  0.283
H6 0.021 -1.230 0.990  0.319
H7 2.184 -0.342 1.041  0.347
H8 1.980 0.514 -0.491  0.327
H9 1.763 2.359 1.082  0.337
H10 0.943 1.322 2.278  0.265
H11 -0.970 2.402 1.207  0.297
H12 -0.186 2.294 -0.394  0.264

The calculation puts the total energy at -311.0440 a.u. Its energy above the lowest of the compared OMol25 structures with the same formula, charge and spin is 9.61 kcal per mole. The total charge is 0. The LUMO energy is 1.15 eV. Its SMILES is CC[C@H]1CCCO1.